The following is a DFT calculation (ωB97M-V/def2-TZVPD) of the molecule C22H20N4O2S.

## Properties
SMILES	Nc1c([C@H](O)c2ccncc2)sc2nc(OCc3ccncc3)c3c(c12)CCC3
energy above the lowest of the compared OMol25 structures with the same formula, charge and spin	1.3379	eV
LUMO energy	0.448	eV

The geometry in XYZ format:
```
49
Properties=species:S:1:pos:R:3:mulliken_charge:R:1
N 3.210 0.880 -0.231 -0.510
C 2.184 0.022 -0.575 0.271
C 2.309 -1.320 -0.487 0.337
C 3.627 -2.037 -0.104 -0.540
O 3.609 -3.386 -0.519 -0.632
C 3.910 -2.058 1.358 0.424
C 5.117 -1.628 1.897 -0.062
C 5.397 -1.742 3.279 -0.323
N 4.477 -2.187 4.146 -0.613
C 3.253 -2.532 3.695 -0.381
C 2.962 -2.456 2.306 -0.283
S 0.795 -2.124 -0.777 -0.167
C -0.010 -0.591 -1.124 -0.573
N -1.306 -0.472 -1.392 -0.408
C -1.831 0.794 -1.543 -0.530
O -3.125 1.069 -1.897 -0.295
C -4.062 0.002 -2.054 -1.196
C -4.706 -0.324 -0.747 0.762
C -4.295 -1.442 -0.036 -0.212
C -4.887 -1.721 1.232 -0.366
N -5.884 -0.963 1.749 -0.615
C -6.244 0.137 1.064 -0.270
C -5.700 0.482 -0.142 -0.357
C -0.992 1.915 -1.399 1.230
C 0.350 1.777 -1.111 0.708
C 0.873 0.477 -0.970 -0.006
C 1.027 3.130 -0.919 -1.031
C 0.015 4.110 -1.523 -0.802
C -1.332 3.367 -1.615 -0.735
H 2.900 1.765 0.195 0.235
H 3.954 0.362 0.240 0.183
H 4.467 -1.550 -0.631 0.507
H 3.211 -3.399 -1.426 0.416
H 5.910 -1.313 1.214 0.325
H 6.397 -1.504 3.600 0.363
H 2.524 -2.934 4.420 0.343
H 1.968 -2.713 2.003 0.411
H -4.838 0.275 -2.796 0.480
H -3.536 -0.836 -2.482 0.448
H -3.555 -2.104 -0.437 0.382
H -4.569 -2.550 1.852 0.372
H -7.045 0.760 1.413 0.351
H -5.998 1.391 -0.630 0.389
H 1.130 3.343 0.148 0.372
H 2.038 3.189 -1.420 0.414
H 0.290 4.420 -2.512 0.319
H -0.099 5.023 -0.923 0.304
H -1.839 3.579 -2.556 0.261
H -2.050 3.618 -0.830 0.300
```

The following is a DFT calculation (ωB97M-V/def2-TZVPD) of a cluster of 20 separate species, C53H157N11O20 in total.

## Properties
LUMO energy	0.208	eV

The geometry in XYZ format:
```
241
Properties=species:S:1:pos:R:3:mulliken_charge:R:1
C 0.628 -0.119 3.845 -0.060
O -0.446 -0.995 3.632 0.701
H 1.053 -0.138 4.849 0.321
H 1.367 -0.306 3.066 -0.377
H 0.236 0.898 3.807 -0.112
H -1.191 -0.395 3.561 -0.265
C 0.060 0.282 0.196 -1.108
O 0.085 -0.070 -1.177 2.371
H -0.605 -0.314 0.821 0.252
H 1.051 0.185 0.640 -0.118
H -0.252 1.309 0.386 0.050
H 0.859 -0.573 -1.438 -0.931
C -0.375 0.123 -6.287 -0.182
O 0.469 0.144 -7.402 -0.543
H -1.154 -0.632 -6.391 0.143
H 0.150 -0.215 -5.394 -0.139
H -0.865 1.054 -5.999 0.460
H 0.585 1.060 -7.665 0.306
C 0.892 3.428 1.814 -1.124
O 1.912 2.568 2.206 0.066
H -0.016 3.035 2.271 0.231
H 1.024 4.478 2.076 0.745
H 0.817 3.487 0.728 0.153
H 2.691 2.929 1.776 -0.520
C 5.300 2.423 -4.868 -0.711
O 4.288 1.483 -4.720 -0.507
H 6.224 2.105 -5.350 0.286
H 4.892 3.251 -5.448 0.264
H 5.609 2.725 -3.867 0.193
H 3.732 1.696 -3.967 0.642
C 1.090 -3.677 4.615 -0.370
O 0.238 -3.107 5.576 -0.562
H 0.688 -3.473 3.623 -0.105
H 2.141 -3.405 4.720 0.276
H 0.975 -4.757 4.704 0.399
H -0.127 -2.386 5.058 0.318
C -4.874 -2.546 -1.210 -0.176
O -5.945 -3.419 -1.021 -0.529
H -4.070 -2.640 -0.480 -0.074
H -4.484 -2.604 -2.226 0.254
H -5.212 -1.510 -1.213 0.267
H -6.414 -3.470 -1.857 0.291
C -2.877 1.188 -2.233 -0.703
O -2.256 -0.022 -2.622 -0.281
H -2.335 1.661 -1.414 0.048
H -2.990 1.833 -3.105 0.363
H -3.901 1.054 -1.885 0.374
H -1.396 -0.044 -2.196 0.109
C 3.891 -1.966 1.867 -0.474
O 4.524 -1.657 0.657 -0.533
H 3.975 -3.018 2.138 0.344
H 4.339 -1.335 2.635 0.314
H 2.831 -1.715 1.844 -0.027
H 5.455 -1.766 0.868 0.296
C 1.686 9.530 1.534 -1.653
C 1.118 8.184 1.312 0.592
C -0.013 7.758 2.257 -0.934
O -0.543 6.503 1.896 0.379
C -1.738 6.164 2.592 -1.470
N 0.554 8.297 -0.047 -0.718
H 0.927 10.311 1.498 0.346
H 2.523 9.758 0.873 0.371
H 2.127 9.687 2.518 0.383
H 1.870 7.400 1.401 0.074
H -0.808 8.504 2.244 0.374
H 0.292 7.788 3.303 0.429
H -1.807 6.472 3.635 0.388
H -2.033 5.115 2.604 0.382
H -2.586 6.626 2.087 0.537
H 0.142 7.415 -0.315 0.299
H -0.243 8.915 0.015 0.328
C -0.646 -5.250 -8.013 -1.236
C -1.844 -4.337 -7.815 0.399
C -1.797 -3.443 -6.590 -0.465
O -2.233 -4.139 -5.378 -0.471
C -1.971 -3.447 -4.143 -0.099
N -2.023 -3.664 -9.078 -0.789
H 0.244 -4.665 -8.246 0.376
H -0.704 -5.876 -8.903 0.487
H -0.353 -5.892 -7.182 -0.086
H -2.695 -5.013 -7.737 0.224
H -2.479 -2.611 -6.767 0.474
H -0.790 -3.025 -6.575 0.266
H -0.897 -3.324 -4.005 -0.154
H -2.288 -3.942 -3.226 0.116
H -2.388 -2.440 -4.119 0.359
H -2.095 -4.384 -9.784 0.277
H -2.928 -3.219 -9.135 0.254
C 5.204 1.444 5.396 -1.691
C 5.399 2.725 4.669 1.611
C 6.632 3.513 5.165 -1.007
O 6.727 4.788 4.599 -0.268
C 7.915 5.518 4.859 -0.832
N 5.538 2.344 3.246 -0.659
H 4.293 0.905 5.136 0.120
H 5.099 1.567 6.474 0.405
H 6.067 0.796 5.240 0.406
H 4.509 3.342 4.794 -0.087
H 7.560 3.010 4.892 0.387
H 6.588 3.553 6.253 0.438
H 8.201 5.500 5.911 0.317
H 7.919 6.532 4.460 0.255
H 8.795 5.098 4.374 0.338
H 4.689 1.964 2.852 -0.044
H 5.609 3.149 2.640 0.321
C -2.306 -7.101 0.490 -1.559
C -1.249 -7.056 -0.574 0.853
C -0.254 -5.909 -0.404 -0.807
O -0.863 -4.738 -0.917 0.200
C -0.285 -3.491 -0.639 -0.316
N -0.587 -8.329 -0.431 -0.723
H -1.964 -7.456 1.462 0.346
H -3.024 -7.836 0.126 0.362
H -2.775 -6.134 0.675 0.094
H -1.647 -6.984 -1.586 0.039
H 0.635 -6.080 -1.011 0.346
H 0.122 -5.773 0.610 0.386
H 0.651 -3.349 -1.181 0.098
H -0.210 -3.393 0.444 -0.015
H -0.953 -2.673 -0.908 -0.086
H -0.199 -8.306 0.501 0.327
H 0.218 -8.358 -1.041 0.316
C -4.059 0.352 1.490 -1.536
C -3.551 1.285 2.621 1.503
C -4.650 2.225 3.197 -1.319
O -4.074 3.148 4.146 -0.129
C -4.963 4.187 4.435 -0.863
N -3.004 0.489 3.727 -0.493
H -3.312 -0.379 1.179 0.276
H -4.467 0.830 0.599 0.364
H -4.863 -0.274 1.878 0.420
H -2.782 1.990 2.305 -0.581
H -5.404 1.657 3.743 0.411
H -5.105 2.800 2.390 0.643
H -5.966 3.827 4.666 0.376
H -5.226 4.791 3.566 0.221
H -4.633 4.746 5.310 0.259
H -3.653 -0.181 4.113 0.274
H -3.073 1.114 4.516 0.078
C 4.734 1.555 -0.443 -1.159
C 4.010 2.878 -0.760 0.299
C 2.618 2.734 -1.420 -0.251
O 2.641 2.139 -2.747 -0.262
C 1.381 2.152 -3.402 -0.720
N 3.936 3.654 0.483 -0.581
H 4.994 1.011 -1.351 0.070
H 3.956 0.934 0.001 0.206
H 5.586 1.682 0.225 0.504
H 4.737 3.445 -1.340 0.576
H 2.113 3.700 -1.389 0.971
H 1.987 2.098 -0.800 -0.806
H 0.489 1.732 -2.936 0.040
H 1.420 1.609 -4.346 0.152
H 1.020 3.139 -3.690 0.468
H 4.890 3.760 0.797 0.322
H 3.653 4.589 0.225 0.168
C 0.170 -8.756 -6.601 -1.694
C -0.312 -8.717 -5.161 0.517
C -0.125 -7.350 -4.468 1.228
O 1.240 -6.973 -4.282 -0.488
C 1.410 -5.548 -4.168 0.149
N -1.679 -9.152 -5.260 -0.748
H -0.345 -8.071 -7.274 0.379
H 0.073 -9.759 -7.017 0.499
H 1.230 -8.507 -6.659 0.313
H 0.191 -9.505 -4.601 0.351
H -0.653 -7.416 -3.517 -0.766
H -0.629 -6.635 -5.118 -0.421
H 2.480 -5.343 -4.207 0.278
H 1.141 -5.261 -3.151 -0.149
H 0.869 -4.948 -4.899 0.035
H -1.784 -9.954 -5.866 0.239
H -1.837 -9.435 -4.304 0.261
C -2.988 4.360 -0.888 -1.424
C -3.222 5.885 -1.059 0.551
C -4.452 6.331 -0.276 -0.564
O -4.836 7.657 -0.496 -0.397
C -5.933 8.057 0.304 -0.808
N -2.024 6.489 -0.532 -0.344
H -2.800 4.032 0.135 -0.021
H -2.061 4.070 -1.382 0.445
H -3.810 3.809 -1.343 0.597
H -3.361 6.214 -2.089 0.263
H -4.334 6.082 0.779 0.046
H -5.236 5.644 -0.594 0.611
H -6.786 7.380 0.254 0.343
H -6.182 9.089 0.056 0.271
H -5.647 8.099 1.355 0.288
H -1.619 5.984 0.244 -0.223
H -2.371 7.342 -0.118 0.385
C 2.202 -1.521 -3.720 -1.070
C 3.056 -1.935 -2.503 0.713
C 4.582 -1.979 -2.836 -1.072
O 4.864 -3.001 -3.769 -0.315
C 6.257 -3.222 -3.893 -0.804
N 2.765 -0.999 -1.464 0.735
H 1.135 -1.491 -3.497 -0.215
H 2.458 -2.211 -4.524 0.672
H 2.506 -0.575 -4.168 -0.023
H 2.783 -2.948 -2.207 0.163
H 5.102 -2.162 -1.896 0.559
H 4.955 -0.994 -3.115 0.425
H 6.743 -2.252 -4.000 0.298
H 6.643 -3.775 -4.749 0.280
H 6.609 -3.786 -3.029 0.297
H 3.338 -1.349 -0.709 -0.153
H 3.361 -0.229 -1.732 -0.866
C 0.708 5.027 5.215 -1.010
C 1.154 3.709 5.921 0.033
C -0.172 2.881 6.408 -0.375
O 0.274 1.591 6.906 -0.316
C -0.759 0.696 7.273 -0.595
N 2.119 2.961 5.070 0.048
H -0.035 5.479 5.872 0.479
H 0.347 4.821 4.207 -0.126
H 1.554 5.708 5.128 0.400
H 1.722 3.879 6.836 0.380
H -0.730 2.749 5.482 -0.037
H -0.798 3.353 7.166 0.558
H -0.326 -0.251 7.595 0.254
H -1.379 0.396 6.428 0.017
H -1.315 1.190 8.069 0.360
H 2.272 2.021 5.405 0.208
H 1.826 2.968 4.103 -0.108
C -5.718 -6.068 1.504 -1.287
C -5.738 -4.778 2.373 0.055
C -4.463 -3.887 2.423 0.589
O -3.528 -4.548 3.157 -0.533
C -2.250 -3.855 3.187 -0.164
N -6.728 -3.995 1.624 -0.800
H -5.302 -5.803 0.532 0.175
H -6.711 -6.517 1.485 0.420
H -5.041 -6.833 1.885 0.322
H -6.038 -5.143 3.356 0.407
H -4.578 -2.892 2.852 0.236
H -4.105 -3.711 1.408 -0.390
H -1.679 -3.950 2.263 -0.059
H -1.595 -4.307 3.931 0.307
H -2.262 -2.810 3.497 0.225
H -6.793 -3.040 1.946 0.284
H -6.368 -3.875 0.688 0.300
```

The following is a DFT calculation (ωB97M-V/def2-TZVPD) of a cluster of 2 separate species, C5H8O in total.

## Properties
energy above the lowest of the compared OMol25 structures with the same formula, charge and spin	8.0825	eV
LUMO energy (spin up / spin down)	-0.493 / -0.852	eV

The geometry in XYZ format:
```
14
Properties=species:S:1:pos:R:3:mulliken_charge:R:1
C 1.159 0.207 0.185 0.370
C 0.136 0.672 0.714 -0.161
C 1.252 1.507 1.061 -0.479
C 2.032 -0.701 -0.510 -0.814
C -2.764 -0.555 -0.385 -0.523
O -2.453 0.494 0.344 -0.348
H 1.757 1.574 2.060 0.218
H 1.339 2.410 0.463 0.177
H 2.722 -0.092 -1.221 0.264
H 1.310 -1.414 -1.112 0.217
H 2.545 -1.361 0.254 0.262
H -2.921 -1.575 0.018 0.258
H -2.238 -0.600 -1.324 0.266
H -3.878 -0.564 -0.548 0.292
```

The following is a DFT calculation (ωB97M-V/def2-TZVPD) of a structure of composition C19H24N3O5PRuS.

## Properties
energy above the lowest of the compared OMol25 structures with the same formula, charge and spin	0.0000	eV
LUMO energy (spin up / spin down)	-10.438 / -14.233	eV
charge	+3
2S+1	6

The geometry in XYZ format:
```
54
Properties=species:S:1:pos:R:3:mulliken_charge:R:1
C -1.722 -1.783 2.586 -1.198
C -0.670 -2.632 1.929 0.713
N 0.288 -1.940 1.311 1.042
C 1.409 -2.585 0.825 1.038
C 1.459 -4.012 0.876 -1.069
C 0.414 -4.727 1.431 -0.566
C -0.675 -4.032 1.973 -0.998
C 2.414 -1.753 0.322 -1.580
P 2.170 0.021 0.312 1.333
H -1.536 -4.519 2.425 0.551
H 2.342 -4.503 0.466 0.514
H 0.428 -5.817 1.465 0.485
C -2.801 -0.860 0.633 -0.684
C -2.591 0.495 2.630 -1.071
H 3.305 -2.222 -0.100 0.510
H -1.407 -1.490 3.600 0.391
H -2.673 -2.330 2.663 0.537
C 2.554 0.649 -1.363 -1.145
C 3.598 0.739 1.220 -1.268
H 2.365 1.733 -1.367 0.450
H 3.576 0.419 -1.686 0.564
H 1.879 0.157 -2.069 0.120
H 3.502 1.834 1.198 0.455
H 3.616 0.385 2.259 0.384
H 4.546 0.459 0.733 0.454
H -3.557 0.116 2.991 0.331
H -1.939 0.705 3.483 0.369
H -2.750 1.403 2.041 0.277
H -3.791 -1.199 0.970 0.404
H -2.914 0.070 0.076 0.003
H -2.294 -1.597 0.003 0.326
C 0.056 2.028 0.964 -0.070
O 0.230 3.187 0.911 -0.228
Ru -0.022 0.181 0.853 0.564
O 0.729 0.059 3.322 -0.498
H 1.386 0.752 3.542 0.334
H 1.225 -0.777 3.437 0.318
N -1.944 -0.540 1.787 0.753
O -0.097 -1.010 -2.386 -0.470
C -0.429 0.162 -2.181 -0.647
N -0.925 0.622 -0.933 0.227
S -2.148 1.795 -1.334 0.894
O -3.304 1.221 -1.944 -0.513
O -2.288 2.666 -0.191 -0.609
C -1.057 2.408 -2.582 0.527
C -0.990 3.684 -3.127 -0.548
C -0.156 3.851 -4.242 -0.510
C 0.550 2.778 -4.795 -0.498
C 0.462 1.512 -4.227 -0.521
C -0.328 1.345 -3.082 0.649
H -1.565 4.477 -2.654 0.579
H -0.074 4.833 -4.682 0.504
H 1.169 2.933 -5.667 0.498
H 0.974 0.650 -4.625 0.591
```

no.,E (hartree),maximum force (eV Å⁻¹)
1,-1618.02950,2.7
2,-4220.14360,3.5
3,-270.26087,3.2
4,-2112.12890,8.6